{
  "formula": "C24H25CaI3N6OS2",
  "method": "ωB97M-V with the def2-TZVPD basis set",
  "charge": 2,
  "e_tot_ev": -100683.57972,
  "species": ["C", "C", "H", "H", "H", "C", "H", "C", "O", "C", "H", "N", "H", "H", "I", "C", "C", "H", "C", "H", "H", "Ca", "H", "H", "N", "H", "H", "C", "C", "C", "H", "C", "I", "C", "C", "H", "H", "H", "C", "I", "H", "C", "N", "N", "N", "H", "C", "H", "C", "C", "C", "C", "H", "H", "S", "C", "C", "C", "S", "H", "N", "H"],
  "coordinates": [[-0.423, -5.153, 0.216], [1.063, -2.854, 0.279], [1.097, 1.725, -0.526], [1.664, 3.822, -3.757], [1.403, -6.233, 0.417], [3.147, -4.104, 0.524], [1.898, 0.474, -2.254], [-1.370, -0.914, 3.916], [1.171, -0.468, 0.076], [-1.002, -3.878, 0.167], [-2.080, -3.769, 0.102], [-0.296, -2.769, 0.209], [-1.711, 4.210, 3.052], [-5.125, 2.545, 1.046], [4.237, 0.100, 0.336], [0.262, 3.298, -1.566], [0.934, -5.261, 0.348], [1.109, 5.272, -1.929], [1.787, -1.611, 0.226], [-4.020, -0.745, -1.480], [-2.407, -0.701, 3.703], [-0.774, -0.576, 0.550], [-0.302, 3.615, -0.689], [-4.078, -1.618, -3.966], [2.253, 3.788, -2.922], [-1.049, -6.032, 0.159], [0.940, 1.401, -3.426], [-3.526, 3.521, 2.111], [-3.152, -0.972, -2.080], [-1.452, 2.374, 1.969], [-1.359, -1.116, 6.106], [0.733, -1.263, 3.352], [4.213, -5.897, 0.780], [1.523, 1.467, -2.500], [1.446, 4.253, -1.747], [4.918, -2.929, 0.621], [0.071, -1.149, -2.261], [-0.401, 3.386, -2.435], [2.729, 2.379, -2.727], [0.615, 2.282, 2.373], [1.612, -1.355, 2.728], [-0.855, -1.121, 5.154], [-0.460, -0.992, 2.889], [-1.971, 1.391, 1.241], [0.655, 1.910, -1.423], [3.044, 4.411, -3.084], [3.170, -1.711, 0.344], [-3.673, 0.651, 0.349], [-3.210, -1.422, -3.359], [-2.182, 3.452, 2.443], [-0.992, -1.168, -2.461], [-3.273, 1.472, 0.933], [2.094, 4.236, -0.872], [3.297, 2.070, -3.603], [-1.630, -1.683, -3.956], [3.843, -2.925, 0.506], [1.738, -4.100, 0.392], [-4.084, 2.517, 1.333], [0.823, -1.425, 5.044], [3.386, 2.364, -1.858], [-1.886, -0.824, -1.572], [-4.131, 4.348, 2.459]]
}



{
  "formula": "C24H25ClIrN5O8PS",
  "method": "ωB97M-V with the def2-TZVPD basis set",
  "charge": 1,
  "e_tot_ev": -84608.68424,
  "species": ["H", "O", "O", "C", "H", "H", "H", "H", "H", "N", "C", "C", "H", "C", "C", "O", "H", "N", "C", "N", "H", "O", "P", "S", "H", "C", "N", "N", "C", "C", "H", "H", "H", "H", "O", "H", "H", "C", "C", "H", "H", "H", "C", "H", "H", "H", "H", "C", "C", "Cl", "O", "C", "C", "C", "C", "C", "H", "C", "C", "C", "Ir", "H", "C", "C", "O", "O"],
  "coordinates": [[-1.234, -4.983, -3.269], [-0.052, -1.265, 3.441], [-2.256, -1.825, 2.526], [-0.589, -4.140, 2.357], [2.455, 2.648, -1.796], [4.499, -0.508, -3.855], [2.711, 3.815, 3.627], [2.053, 1.282, 0.250], [1.563, -0.359, 4.304], [-0.679, -2.316, -1.351], [1.239, 1.155, -2.732], [3.578, -0.040, -3.536], [-2.412, -3.061, -2.142], [-1.348, -3.233, -2.087], [0.705, -4.354, -2.516], [-3.698, 2.546, 0.128], [-3.506, -0.175, 2.691], [0.477, 1.409, 1.583], [1.374, -1.089, 3.522], [-0.650, 1.413, -1.208], [0.412, 3.289, 4.366], [-0.339, -2.963, 1.558], [-0.784, -1.532, 2.058], [1.434, -1.150, -0.216], [-1.934, 1.447, 2.420], [1.176, 0.016, -3.515], [0.013, 1.774, -2.320], [-1.253, 1.713, 3.124], [-2.859, 4.018, -2.707], [0.003, 1.991, 2.705], [1.786, -0.736, 2.577], [-0.297, -3.967, 3.392], [1.258, -5.162, -2.975], [-3.890, 3.619, -1.117], [-2.337, 0.910, 0.748], [2.328, -1.471, -4.537], [2.426, -3.454, -1.605], [1.730, 1.742, 1.173], [-0.682, -4.262, -2.685], [1.834, -2.040, 3.784], [0.212, -0.384, -3.806], [-3.943, -1.620, 3.629], [-1.838, 3.004, -2.281], [3.545, 2.795, 1.473], [0.018, -4.931, 1.928], [4.575, 1.551, -2.497], [-1.600, 2.265, 3.891], [2.445, 1.730, -2.370], [2.088, 3.147, 3.048], [-0.068, 3.358, -4.425], [-2.702, 4.631, -3.727], [-2.700, 1.869, -0.044], [2.359, -0.584, -3.918], [-1.765, 2.133, -1.180], [-3.124, -0.983, 3.308], [0.821, 2.855, 3.464], [-2.589, -0.602, 4.176], [2.558, 2.584, 1.855], [-0.677, 2.726, -2.985], [3.623, 1.117, -2.770], [-0.509, -0.044, 0.420], [-1.643, -4.399, 2.308], [0.652, -2.365, -1.157], [1.358, -3.415, -1.760], [-3.901, 4.202, -1.916], [-1.451, -1.338, -0.826]]
}



{
  "formula": "C24H25FN4O4S",
  "method": "ωB97M-V with the def2-TZVPD basis set",
  "charge": 0,
  "e_tot_ev": -52996.93557,
  "species": ["H", "N", "C", "C", "C", "C", "H", "H", "H", "C", "O", "N", "H", "F", "H", "O", "C", "O", "O", "C", "H", "N", "C", "N", "C", "C", "C", "H", "H", "C", "H", "H", "C", "H", "H", "H", "C", "H", "C", "C", "H", "S", "C", "C", "H", "H", "H", "H", "C", "C", "C", "H", "C", "H", "C", "C", "H", "H", "H"],
  "coordinates": [[2.131, -2.040, -4.913], [-0.022, -2.495, -3.283], [-1.405, 2.638, 8.946], [3.560, -1.703, -3.372], [2.693, -1.829, -1.171], [-0.019, 1.545, 2.763], [2.622, 1.278, -3.740], [4.372, -1.541, -4.067], [2.786, -1.762, -0.096], [-1.629, 2.552, 7.444], [-2.383, 0.979, -4.499], [-2.346, -1.409, -3.800], [4.749, -1.389, -1.599], [0.425, 0.621, -4.899], [-0.711, -2.186, -1.371], [-0.429, 2.088, 6.858], [1.171, 1.004, 0.644], [2.274, 0.768, 1.093], [-3.044, 0.358, -2.207], [-1.641, -1.840, -4.984], [-0.844, -3.832, -4.637], [1.482, -2.125, -1.608], [0.903, 0.927, -0.830], [0.088, 1.372, 1.376], [-0.370, 1.933, 5.509], [-0.332, 0.583, -1.364], [0.565, 0.739, -3.569], [-0.970, -3.832, -1.969], [-2.372, 2.537, 4.978], [-1.233, 1.994, 3.269], [1.651, 1.285, 5.692], [-2.307, 2.992, 9.435], [3.776, -1.616, -2.002], [-0.756, 1.594, 0.867], [2.928, 1.426, -1.267], [-2.345, -2.349, -5.652], [0.848, 1.480, 4.998], [-1.195, 0.366, -0.752], [1.970, 1.172, -1.693], [-0.484, -2.793, -4.613], [-1.145, 1.659, 9.338], [-2.181, 0.173, -3.337], [-1.414, 2.188, 4.626], [1.265, -2.211, -2.925], [-2.928, -3.267, -3.143], [-2.451, 1.856, 7.223], [-3.002, -1.960, -1.946], [0.319, -2.700, -5.338], [-0.505, 0.487, -2.732], [2.300, -1.992, -3.850], [-2.404, -2.391, -2.748], [-0.589, 3.323, 9.159], [-0.998, -2.769, -2.247], [-2.054, 2.196, 2.594], [1.806, 1.088, -3.061], [1.027, 1.287, 3.647], [-1.888, 3.541, 7.042], [1.973, 0.940, 3.267], [-1.286, -0.941, -5.487]]
}



Q: The lowest charge belongs to which entry?
A: C24H25FN4O4S